Version w
Molecular formula: C2H2ClN3
Method: DFT, ωB97M-V with the def2-TZVPD basis set

Gap between HOMO and LUMO (spin up / spin down) ... 7.63 / 7.63 eV
Total charge ... 0

Element x y z (Å)
C -0.880 0.018 -0.639
C -1.496 2.423 -0.460
N -1.456 1.252 -0.629
N 0.213 -0.264 0.013
N 0.739 0.434 0.956
Cl -1.572 4.043 -0.500
H -1.070 -0.530 -1.442
H 1.545 -0.018 1.218

Atomic partial charges in e from the Löwdin method, atoms 1 to 5: -0.269 -0.555 0.101 -0.117 0.008

---

Version x
Molecular formula: C2H2ClN3
Method: DFT, ωB97M-V with the def2-TZVPD basis set

Gap between HOMO and LUMO ... 8.89 eV
Total charge ... 0

Element x y z (Å)
C -1.619 0.116 0.094
C -0.556 -0.657 -0.355
N -2.400 0.949 0.257
N 1.722 0.594 0.044
N 2.385 1.164 0.817
Cl 0.413 -1.297 0.960
H -0.532 -1.224 -1.265
H 0.588 0.355 -0.552

Atomic partial charges in e from the Löwdin method, atoms 1 to 5: -0.385 -0.622 0.138 -0.070 0.181

---

Most stable = version x

---

Version w
Molecular formula: C5H13NO3
Method: DFT, ωB97M-V with the def2-TZVPD basis set

Structure (SMILES) ... C[C@H](O)[C@H](N)CC(O)O
Gap between HOMO and LUMO ... 9.55 eV
Total charge ... 0

Element x y z (Å)
C 0.007 0.927 -1.777
C 0.053 0.453 0.845
C 0.658 -1.054 1.359
C 0.860 0.819 -0.355
C 0.087 -2.239 0.587
N -1.374 0.411 0.843
O 0.831 1.665 -2.645
O -1.284 1.464 -1.797
O 0.355 -1.150 2.732
H 0.411 1.749 -3.511
H -1.257 2.354 -1.420
H -0.568 -0.876 2.827
H -0.108 -0.102 -2.149
H 0.334 1.138 1.654
H 1.751 -1.102 1.300
H -1.757 -0.112 0.066
H -1.809 1.305 1.027
H 1.306 1.801 -0.189
H 1.689 0.165 -0.617
H -1.002 -2.235 0.627
H 0.422 -3.168 1.051
H 0.393 -2.212 -0.456

Atomic partial charges in e from the Löwdin method, atoms 1 to 5: -0.429 -0.340 -0.368 -0.071 -0.054

---

Version x
Molecular formula: C5H13NO3
Method: DFT, ωB97M-V with the def2-TZVPD basis set

Structure (SMILES) ... CC(C)[C@@H](N)C(=O)O.O
Gap between HOMO and LUMO ... 10.26 eV
Total charge ... 0

Element x y z (Å)
O -1.506 -1.387 0.734
C -1.060 -0.386 1.169
O -1.735 0.115 2.250
C 0.077 0.432 0.832
C 1.026 -0.360 -0.086
C 0.653 -0.505 -1.547
C 2.563 0.075 0.100
N -0.375 1.640 0.096
H -2.508 -0.435 2.469
H 0.546 0.720 1.887
H 1.100 -1.503 0.142
H 1.390 -0.146 -2.307
H 0.149 -1.373 -1.743
H -0.331 0.204 -1.549
H 3.133 -0.663 -0.466
H 2.728 1.028 -0.343
H 2.840 -0.200 1.085
H 0.133 1.871 -0.625
H -0.528 2.464 0.699
H -2.048 -0.582 -1.240
H -3.287 -0.555 -0.332
O -2.961 -0.453 -1.226

Atomic partial charges in e from the Löwdin method, atoms 1 to 5: 0.122 -0.534 0.087 -0.277 -0.361

---

Most stable = version w

---

Version w
Molecular formula: C3H6IN2O
Method: DFT, ωB97M-V with the def2-TZVPD basis set

Structure (SMILES) ... [NH2+]=C1NC[C@H](I)O1
Gap between HOMO and LUMO ... 9.99 eV
Total charge ... +1

Element x y z (Å)
C 0.481 0.758 -0.090
C -0.354 -1.344 -0.120
C -1.180 -0.504 0.834
N 0.757 -0.450 -0.542
N 1.207 1.804 -0.320
O -0.500 0.798 0.737
I -3.134 -0.211 -0.028
H 0.081 -2.172 0.581
H -0.906 -1.709 -0.989
H -1.075 -0.621 1.890
H 1.539 -0.540 -1.137
H 2.016 1.517 -0.838
H 1.067 2.674 0.020

Atomic partial charges in e from the Löwdin method, atoms 1 to 5: -0.461 -0.165 -0.614 0.157 0.303

---

Version x
Molecular formula: C3H6IN2O
Method: DFT, ωB97M-V with the def2-TZVPD basis set

Gap between HOMO and LUMO (spin up / spin down) ... 7.19 / 7.19 eV
Total charge ... +1

Element x y z (Å)
C 2.596 1.647 0.042
C 0.211 0.974 -0.204
C 0.677 -0.214 0.558
N 1.322 1.941 -0.108
N -0.103 -1.559 0.434
O 3.548 2.285 0.302
I 2.788 -0.610 -0.047
H -0.009 0.936 -1.323
H -0.812 1.292 -0.004
H 0.897 2.911 -0.125
H -0.685 -1.965 -0.306
H -0.621 -1.499 1.353
H 0.676 -2.235 0.505

Atomic partial charges in e from the Löwdin method, atoms 1 to 5: -0.686 -0.293 -0.488 0.015 0.061

---

Most stable = version w

---

Version w
Molecular formula: C7H28O7
Method: DFT, ωB97M-V with the def2-TZVPD basis set

Structure (SMILES) ... CO.CO.CO.CO.CO.CO.CO
Gap between HOMO and LUMO ... 10.27 eV
Total charge ... 0

Element x y z (Å)
C -0.436 -5.073 -0.355
O -1.121 -6.302 -0.434
H -1.008 -4.345 0.221
H 0.463 -5.182 0.252
H -0.037 -4.657 -1.280
H -0.510 -7.042 -0.398
C -0.830 -0.405 -0.042
O -0.367 -0.159 -1.404
H -1.877 -0.110 0.038
H -0.730 -1.468 0.177
H -0.277 0.161 0.708
H 0.587 -0.267 -1.389
C 1.653 2.624 0.810
O 1.313 3.072 2.092
H 0.846 2.892 0.128
H 2.517 3.172 0.434
H 1.784 1.554 0.652
H 1.928 2.732 2.746
C -3.005 -1.017 2.921
O -2.972 -2.221 2.140
H -2.473 -0.273 2.328
H -4.040 -0.726 3.100
H -2.550 -1.214 3.891
H -3.295 -2.126 1.241
C -1.976 2.553 2.107
O -3.095 2.931 2.832
H -1.501 3.402 1.615
H -1.363 2.019 2.833
H -2.348 2.014 1.236
H -3.164 2.351 3.594
C 3.839 -0.262 -2.032
O 2.415 -0.509 -2.014
H 4.095 0.468 -1.263
H 4.387 -1.189 -1.866
H 4.036 0.131 -3.029
H 2.166 -1.148 -2.686
C 1.431 2.347 -3.558
O 0.198 2.545 -2.779
H 1.641 3.215 -4.183
H 2.300 2.272 -2.904
H 1.310 1.490 -4.221
H 0.068 1.750 -2.256

Atomic partial charges in e from the Löwdin method, atoms 1 to 5: -0.178 -0.109 0.070 0.071 0.072

---

Version x
Molecular formula: C7H28O7
Method: DFT, ωB97M-V with the def2-TZVPD basis set

Structure (SMILES) ... CO.CO.CO.CO.CO.CO.CO
Gap between HOMO and LUMO ... 10.28 eV
Total charge ... 0

Element x y z (Å)
C -0.278 -3.888 0.095
O -1.613 -4.171 0.476
H -0.192 -2.899 -0.380
H 0.404 -3.879 0.951
H 0.037 -4.610 -0.654
H -1.884 -3.459 1.073
C 3.745 -0.225 0.478
O 2.922 -0.137 -0.684
H 4.507 -0.993 0.358
H 4.174 0.749 0.726
H 3.091 -0.494 1.305
H 3.495 0.151 -1.402
C -3.290 -1.338 2.662
O -2.390 -2.458 2.662
H -2.900 -0.541 3.300
H -3.310 -0.951 1.647
H -4.282 -1.639 2.996
H -2.243 -2.693 3.582
C 3.546 3.376 -2.265
O 4.085 3.064 -3.544
H 3.462 4.454 -2.110
H 2.523 3.000 -2.216
H 4.136 2.883 -1.487
H 4.818 3.658 -3.723
C -4.532 -1.308 -1.294
O -5.232 -0.180 -1.835
H -3.581 -0.941 -0.915
H -5.076 -1.785 -0.474
H -4.309 -2.070 -2.047
H -6.109 -0.478 -2.086
C -0.561 -0.041 -1.056
O -0.007 1.281 -1.152
H 0.240 -0.694 -0.688
H -1.361 -0.119 -0.326
H -0.810 -0.370 -2.065
H 0.940 1.129 -1.232
C 1.277 2.804 1.680
O 0.950 3.728 2.718
H 0.720 1.898 1.901
H 1.020 3.145 0.676
H 2.344 2.546 1.697
H 1.521 4.497 2.653

Atomic partial charges in e from the Löwdin method, atoms 1 to 5: -0.163 -0.130 0.055 0.077 0.076

---

Most stable = version x